Density functional theory data (ωB97M-V/def2-TZVPD) for a structure of composition C58H46F5O4P3PdS2Te at a distorted geometry.

XYZ file:
```
120
Properties=species:S:1:pos:R:3
Pd 1.296 0.837 -0.235
O -1.799 -0.287 0.617
S -1.048 -1.359 -0.176
C -1.579 -2.708 0.850
C -2.542 -3.612 0.506
C -3.027 -4.585 1.411
C -2.527 -4.591 2.673
C -2.888 -5.443 3.871
C -2.031 -4.874 5.033
C -1.295 -3.700 4.426
C -0.500 -2.752 4.990
C 0.035 -1.750 4.158
C -0.170 -1.653 2.794
P 0.769 -0.161 2.058
C -0.031 1.186 3.032
C -1.343 1.047 3.480
C -1.972 2.075 4.169
C -1.305 3.263 4.423
C -0.003 3.421 3.971
C 0.623 2.398 3.272
C 2.372 -0.555 2.883
C 3.064 0.266 3.763
C 4.290 -0.134 4.288
C 4.832 -1.363 3.948
C 4.136 -2.204 3.084
C 2.922 -1.798 2.556
C -1.050 -2.626 2.191
C -1.575 -3.612 3.051
C -1.955 -1.450 -1.696
C -1.973 -2.622 -2.405
C -2.669 -2.759 -3.627
C -3.338 -1.673 -4.100
C -4.167 -1.499 -5.355
C -4.541 0.008 -5.378
C -3.896 0.584 -4.138
C -3.832 1.854 -3.670
C -3.046 2.102 -2.518
C -2.355 1.140 -1.822
P -1.126 1.802 -0.589
C -0.316 3.233 -1.457
C -0.357 3.525 -2.815
C 0.401 4.567 -3.341
C 1.217 5.325 -2.518
C 1.288 5.029 -1.162
C 0.538 3.986 -0.646
C -2.356 2.750 0.456
C -2.385 4.144 0.518
C -3.391 4.814 1.209
C -4.393 4.107 1.851
C -4.392 2.720 1.778
C -3.392 2.051 1.090
C -2.517 -0.236 -2.229
C -3.244 -0.441 -3.415
H -2.983 -3.574 -0.478
H -3.793 -5.281 1.090
H -2.677 -6.496 3.688
H -3.955 -5.362 4.085
H -1.324 -5.614 5.410
H -2.645 -4.561 5.878
H -0.283 -2.738 6.052
H 0.648 -0.997 4.638
H -1.890 0.135 3.277
H -2.996 1.946 4.499
H -1.801 4.066 4.955
H 0.534 4.343 4.159
H 1.625 2.559 2.900
H 2.656 1.221 4.060
H 4.822 0.526 4.963
H 5.790 -1.668 4.350
H 4.543 -3.172 2.821
H 2.392 -2.453 1.873
H -1.438 -3.482 -2.015
H -2.669 -3.710 -4.146
H -5.055 -2.130 -5.323
H -3.600 -1.791 -6.239
H -5.623 0.150 -5.357
H -4.174 0.501 -6.279
H -4.312 2.680 -4.182
H -2.953 3.132 -2.192
H -0.957 2.917 -3.478
H 0.356 4.781 -4.401
H 1.812 6.130 -2.934
H 1.944 5.595 -0.512
H 0.605 3.757 0.413
H -1.632 4.731 0.016
H -3.391 5.898 1.230
H -5.169 4.629 2.399
H -5.180 2.150 2.258
H -3.420 0.972 1.032
F 8.296 -0.978 0.934
C 7.122 -0.345 0.926
C 7.018 0.942 1.408
F 8.102 1.563 1.885
C 5.796 1.582 1.396
F 5.749 2.828 1.890
C 4.634 0.992 0.911
S 3.148 1.934 0.948
C 4.772 -0.313 0.456
F 3.724 -1.009 -0.003
C 5.989 -0.971 0.448
F 6.065 -2.225 -0.010
C 0.377 0.027 -5.999
C 1.785 0.152 -5.452
O 1.991 -0.704 -4.307
P 1.551 -0.171 -2.848
O 0.132 0.248 -2.868
Te 3.016 1.586 -2.159
O 1.822 -1.486 -2.006
C 1.900 -2.829 -2.530
C 3.327 -3.186 -2.873
H 0.266 0.677 -6.871
H -0.352 0.318 -5.241
H 0.172 -1.004 -6.296
H 2.008 1.186 -5.176
H 2.518 -0.171 -6.188
H 1.242 -2.925 -3.392
H 1.524 -3.465 -1.729
H 3.669 -2.605 -3.729
H 3.392 -4.249 -3.120
H 3.981 -2.980 -2.024
```

## Properties
* lowest unoccupied orbital energy (spin up / spin down): -1.08 / -1.08 eV
* M: 1293.1 g mol⁻¹
* charge: 0
* DFT total energy: -5254.4950 Ha

---

Density functional theory data (ωB97M-V/def2-TZVPD) for a structure of composition C58H47N3O4PSe2TeW.

XYZ file:
```
117
Properties=species:S:1:pos:R:3
W -0.407 -0.284 -0.175
C -1.256 -0.234 3.013
O -0.901 -1.067 1.893
C -1.251 -2.418 1.940
C -1.615 -3.086 3.089
C -1.950 -4.432 2.972
C -1.921 -5.067 1.741
C -1.547 -4.368 0.599
C -1.195 -3.036 0.701
N -0.811 -2.263 -0.436
N 0.557 -1.983 -0.479
C 1.278 -2.003 -1.695
C 1.606 -0.734 -2.108
O 1.063 0.264 -1.367
C 2.346 -0.505 -3.281
C 2.709 -1.586 -4.030
C 2.362 -2.911 -3.650
C 2.725 -4.028 -4.441
C 2.398 -5.297 -4.056
C 1.698 -5.515 -2.850
C 1.326 -4.462 -2.063
C 1.641 -3.139 -2.453
H -2.295 -0.418 3.280
H -1.130 0.794 2.688
H -0.596 -0.456 3.851
H -1.652 -2.594 4.051
H -2.244 -4.980 3.856
H -2.196 -6.110 1.667
H -1.538 -4.838 -0.377
H 2.580 0.509 -3.578
H 3.264 -1.445 -4.949
H 3.274 -3.858 -5.359
H 2.684 -6.141 -4.669
H 1.464 -6.527 -2.546
H 0.806 -4.627 -1.128
Se -3.154 -0.393 0.251
P -3.438 -0.498 -1.892
Se -1.400 -0.020 -2.549
C -4.012 -2.094 -2.474
C -3.114 -3.010 -3.013
C -3.566 -4.267 -3.387
C -4.900 -4.605 -3.218
C -5.795 -3.689 -2.676
C -5.354 -2.432 -2.301
C -4.494 0.822 -2.502
C -4.407 2.079 -1.702
C -4.873 3.769 -2.954
C -5.329 3.173 -4.252
C -5.414 1.874 -4.568
C -4.953 0.744 -3.761
H -2.070 -2.744 -3.128
H -2.872 -4.980 -3.813
H -5.250 -5.585 -3.513
H -6.835 -3.956 -2.547
H -6.049 -1.717 -1.877
H -4.081 1.866 -0.688
H -4.939 4.854 -2.974
H -5.677 3.880 -4.997
H -5.805 1.619 -5.545
H -4.921 -0.215 -4.269
C 1.914 6.431 1.330
C 1.248 5.132 0.966
C 0.257 5.077 -0.017
C -0.381 3.894 -0.335
C -1.289 3.764 -1.535
O -0.775 3.485 -2.596
C -2.762 3.889 -1.390
C -3.547 3.155 -2.433
C -5.606 3.055 -1.772
C -5.708 3.943 -0.571
C -4.698 4.566 0.046
C -3.280 4.466 -0.295
C -0.029 2.719 0.336
O -0.750 1.612 0.128
C 1.044 2.718 1.232
C 1.637 3.947 1.560
C 1.592 1.467 1.766
N 1.222 0.291 1.376
C 1.978 -0.868 1.912
C 3.207 -1.178 1.079
Te 4.237 -2.882 1.865
C 5.661 -1.725 2.907
C 6.659 -1.056 2.203
C 7.625 -0.329 2.884
C 7.608 -0.276 4.271
C 6.617 -0.944 4.975
C 5.642 -1.664 4.296
C 2.659 1.615 2.810
C 3.989 1.796 2.450
C 4.959 1.937 3.432
C 4.604 1.907 4.772
C 3.273 1.750 5.133
C 2.301 1.607 4.154
H 1.467 7.266 0.793
H 2.977 6.408 1.087
H 1.825 6.632 2.398
H -0.008 5.980 -0.555
H -2.874 2.789 -3.203
H -6.571 2.619 -2.022
H -6.709 4.120 -0.195
H -4.936 5.191 0.897
H -2.589 4.891 0.425
H 2.442 3.967 2.283
H 1.324 -1.734 1.903
H 2.265 -0.680 2.945
H 3.929 -0.366 1.098
H 2.954 -1.394 0.045
H 6.697 -1.121 1.122
H 8.404 0.180 2.330
H 8.372 0.276 4.802
H 6.602 -0.910 6.057
H 4.868 -2.180 4.850
H 4.265 1.836 1.403
H 5.995 2.065 3.148
H 5.364 2.012 5.534
H 2.991 1.739 6.177
H 1.260 1.491 4.435
```

## Properties
* lowest unoccupied orbital energy: -3.54 eV
* M: 1350.4 g mol⁻¹
* charge: +1
* ΔE to the lowest compared entry with this formula, charge and spin: 50.90 kcal per mole
* DFT total energy: -8182.7529 Ha

---

Density functional theory data (ωB97M-V/def2-TZVPD) for a structure of composition C58H49N3OP2SSc.

XYZ file:
```
115
Properties=species:S:1:pos:R:3
Sc -0.631 0.598 0.886
C 0.727 -0.783 4.995
C 0.014 -0.670 3.795
N 0.072 0.403 3.031
C 0.840 1.461 3.415
C 1.634 1.409 4.574
C 1.543 0.250 5.370
C 2.504 2.486 4.867
C 2.570 3.533 3.998
C 1.748 3.602 2.851
C 0.835 2.613 2.559
N -0.057 2.544 1.495
C -0.632 3.651 0.899
C -0.486 4.985 1.229
C -1.188 5.999 0.545
C -2.070 5.721 -0.455
C -2.312 4.367 -0.785
C -3.307 3.972 -1.706
C -3.558 2.647 -1.920
C -2.790 1.701 -1.227
N -1.839 2.032 -0.380
C -1.590 3.351 -0.130
H 0.635 -1.680 5.590
H -0.623 -1.477 3.446
H 2.132 0.187 6.278
H 3.119 2.449 5.756
H 3.260 4.345 4.186
H 1.866 4.445 2.187
H 0.144 5.279 2.052
H -1.020 7.027 0.843
H -2.612 6.503 -0.969
H -3.880 4.736 -2.217
H -4.327 2.313 -2.603
H -2.964 0.641 -1.376
O 3.085 0.188 1.935
S 2.128 -0.501 1.043
C 2.931 -0.732 -0.544
C 4.168 -1.369 -0.562
C 4.826 -1.532 -1.766
C 4.249 -1.059 -2.941
C 3.033 -0.402 -2.908
C 2.353 -0.223 -1.701
P 0.857 0.831 -1.589
C -0.085 0.450 -3.096
C -0.937 1.415 -3.634
C -1.765 1.104 -4.702
C -1.763 -0.178 -5.236
C -0.925 -1.146 -4.701
C -0.090 -0.834 -3.638
C 1.648 2.451 -1.889
C 2.266 3.050 -0.792
C 2.972 4.233 -0.945
C 3.062 4.832 -2.193
C 2.464 4.231 -3.292
C 1.769 3.040 -3.145
C 2.096 -2.225 1.565
C 3.008 -2.596 2.539
C 3.083 -3.931 2.909
C 2.267 -4.871 2.293
C 1.349 -4.478 1.331
C 1.225 -3.136 0.974
P 0.008 -2.549 -0.261
C -1.597 -3.225 0.274
C -2.687 -2.882 -0.530
C -3.969 -3.282 -0.192
C -4.184 -4.003 0.974
C -3.112 -4.327 1.791
C -1.822 -3.946 1.441
C 0.468 -3.595 -1.696
C 1.809 -3.615 -2.084
C 2.204 -4.300 -3.222
C 1.264 -4.974 -3.991
C -0.068 -4.964 -3.608
C -0.468 -4.276 -2.470
H 4.605 -1.726 0.362
H 5.789 -2.025 -1.792
H 4.763 -1.187 -3.885
H 2.607 -0.010 -3.823
H -0.955 2.417 -3.222
H -2.413 1.866 -5.116
H -2.410 -0.419 -6.070
H -0.912 -2.147 -5.111
H 0.565 -1.600 -3.242
H 2.208 2.590 0.188
H 3.454 4.685 -0.088
H 3.606 5.760 -2.313
H 2.545 4.686 -4.271
H 1.325 2.576 -4.016
H 3.643 -1.839 2.982
H 3.791 -4.240 3.667
H 2.346 -5.916 2.564
H 0.721 -5.217 0.849
H -2.532 -2.281 -1.421
H -4.804 -3.012 -0.826
H -5.187 -4.300 1.251
H -3.276 -4.879 2.707
H -1.002 -4.202 2.099
H 2.556 -3.099 -1.494
H 3.248 -4.308 -3.506
H 1.571 -5.510 -4.879
H -0.805 -5.499 -4.192
H -1.511 -4.290 -2.187
C -4.590 -0.329 3.040
C -3.320 0.445 2.686
C -3.666 1.896 2.361
C -2.547 -0.243 1.550
H -5.118 0.120 3.886
H -4.360 -1.367 3.292
H -5.274 -0.341 2.186
H -2.682 0.456 3.579
H -4.241 1.956 1.430
H -2.769 2.509 2.242
H -4.272 2.346 3.150
H -3.234 -0.365 0.697
H -2.337 -1.276 1.871
```

## Properties
* lowest unoccupied orbital energy: -2.31 eV
* M: 943.0 g mol⁻¹
* charge: +1
* ΔE to the lowest compared entry with this formula, charge and spin: 0.00 kcal per mole
* DFT total energy: -4320.6684 Ha

---

Density functional theory data (ωB97M-V/def2-TZVPD) for a structure of composition C58H49N3OP3RuSi at a distorted geometry.

XYZ file:
```
116
Properties=species:S:1:pos:R:3
Ru -0.168 -0.306 0.019
C -0.109 -6.086 -2.262
C -0.095 -4.790 -2.756
C 0.026 -3.718 -1.885
C 0.137 -3.943 -0.514
C 0.068 -5.246 -0.013
C -0.044 -6.309 -0.891
P 0.461 -2.580 0.638
C -0.569 -2.973 2.078
C -0.132 -2.713 3.375
C -0.951 -3.023 4.449
C -2.202 -3.584 4.233
C -2.645 -3.834 2.939
C -1.837 -3.520 1.859
C 2.178 -2.735 1.220
C 2.869 -3.939 1.320
C 4.146 -3.954 1.861
C 4.737 -2.782 2.311
C 4.058 -1.578 2.196
C 2.782 -1.542 1.638
Si 1.866 0.065 1.305
C 2.909 1.053 0.058
C 4.123 1.561 0.524
C 4.996 2.211 -0.334
C 4.680 2.342 -1.681
C 3.478 1.846 -2.159
C 2.578 1.224 -1.294
P 1.031 0.547 -1.984
C 1.692 -0.705 -3.124
C 1.380 -0.765 -4.479
C 1.964 -1.746 -5.269
C 2.848 -2.659 -4.713
C 3.166 -2.595 -3.361
C 2.584 -1.627 -2.564
C 0.196 1.834 -2.940
C -0.935 1.442 -3.668
C -1.658 2.376 -4.387
C -1.274 3.712 -4.364
C -0.179 4.110 -3.611
C 0.556 3.179 -2.892
C 1.228 0.958 2.826
C 1.726 0.721 4.103
C 1.332 1.530 5.160
C 0.480 2.604 4.934
C -0.020 2.853 3.662
C 0.312 1.999 2.619
P -0.284 2.194 0.912
C -2.073 2.471 0.769
C -2.561 2.512 -0.540
C -3.889 2.834 -0.772
C -4.724 3.132 0.297
C -4.237 3.098 1.599
C -2.914 2.754 1.841
C 0.340 3.862 0.503
C -0.523 4.958 0.484
C -0.002 6.239 0.390
C 1.367 6.440 0.290
C 2.226 5.348 0.269
C 1.715 4.066 0.374
H -0.179 -6.925 -2.941
H -0.172 -4.615 -3.821
H 0.036 -2.704 -2.266
H 0.077 -5.425 1.055
H -0.086 -7.318 -0.502
H 0.849 -2.287 3.545
H -0.607 -2.844 5.459
H -2.827 -3.845 5.077
H -3.612 -4.294 2.776
H -2.165 -3.736 0.849
H 2.430 -4.863 0.979
H 4.683 -4.891 1.935
H 5.732 -2.800 2.735
H 4.531 -0.663 2.533
H 4.383 1.467 1.573
H 5.928 2.607 0.048
H 5.375 2.824 -2.355
H 3.238 1.934 -3.212
H 0.713 -0.039 -4.924
H 1.739 -1.787 -6.326
H 3.298 -3.422 -5.336
H 3.870 -3.298 -2.935
H 2.838 -1.563 -1.509
H -1.230 0.397 -3.676
H -2.518 2.071 -4.970
H -1.832 4.442 -4.934
H 0.109 5.153 -3.585
H 1.401 3.501 -2.299
H 2.434 -0.083 4.271
H 1.712 1.341 6.155
H 0.208 3.256 5.753
H -0.656 3.713 3.492
H -1.888 2.322 -1.371
H -4.266 2.887 -1.786
H -5.755 3.407 0.110
H -4.881 3.363 2.428
H -2.539 2.704 2.854
H -1.595 4.826 0.549
H -0.673 7.087 0.397
H 1.765 7.444 0.227
H 3.294 5.494 0.175
H 2.389 3.224 0.367
C -5.960 -1.459 0.024
N -4.565 -1.196 0.340
C -4.070 -0.847 1.658
C -2.614 -0.590 1.357
O -1.732 -0.197 2.105
N -2.382 -0.818 0.033
C -3.566 -1.151 -0.533
N -3.696 -1.411 -1.826
H -6.531 -1.508 0.946
H -6.065 -2.414 -0.494
H -6.380 -0.663 -0.594
H -4.203 -1.651 2.384
H -4.538 0.055 2.056
H -2.875 -1.418 -2.405
H -4.585 -1.624 -2.248
```

## Properties
* lowest unoccupied orbital energy (spin up / spin down): -7.79 / -10.02 eV
* M: 1026.1 g mol⁻¹
* charge: +3
* ΔE to the lowest compared entry with this formula, charge and spin: 0.00 kcal per mole
* 2S+1: 5
* DFT total energy: -3886.7624 Ha